Entry from the OMol25 dataset: a cluster of 5 separate species, C19H41O5S in total in a non-equilibrium geometry (wB97M-V/def2-TZVPD).

The total energy comes out at -41426.25186 eV. As for the net charge: +1. The LUMO energy is -0.147 hartree. For the HOMO-LUMO gap, the calculation gives 0.2632 Ha. The HOMO energy is -11.17 eV.

```
66
C19H41O5S | the OMol25 dataset | wB97M-V/def2-TZVPD
C 8.245 -3.394 -1.107
C 6.780 -2.746 -1.078
C 6.599 -1.281 -0.566
C 5.184 -0.613 -0.524
C 3.888 -1.326 -1.019
C 2.427 -0.686 -1.019
C 2.391 0.535 0.034
C 1.859 -0.313 -2.472
C 4.072 -2.790 -1.569
O 2.873 -3.420 -2.054
C 2.797 -4.794 -1.664
S 2.566 -4.995 0.192
C 5.485 -3.471 -1.571
H 8.682 -3.373 -2.165
H 8.927 -2.719 -0.463
H 8.233 -4.454 -0.662
H 7.558 -0.742 -0.231
H 5.150 0.462 -0.133
H 1.708 -1.487 -0.589
H 1.286 0.801 0.236
H 2.975 1.457 -0.306
H 2.894 0.136 0.996
H 2.651 0.149 -3.171
H 0.953 0.403 -2.436
H 1.474 -1.257 -3.016
H 1.823 -5.209 -2.130
H 3.642 -5.449 -2.081
H 3.814 -4.696 0.725
H 1.599 -4.061 0.550
H 5.634 -4.548 -1.940
C 0.943 4.173 0.626
C -0.498 3.928 0.225
O -0.886 2.604 0.577
H 1.605 3.456 0.134
H 1.257 5.184 0.358
H 1.072 4.039 1.704
H -0.618 4.042 -0.855
H -1.168 4.634 0.722
H -0.785 2.516 1.535
C -5.439 3.370 0.498
C -4.440 4.465 0.812
O -3.250 3.906 1.358
H -5.684 2.804 1.401
H -6.359 3.788 0.084
H -5.021 2.659 -0.221
H -4.853 5.161 1.546
H -4.181 5.029 -0.091
H -2.884 3.298 0.699
C 0.541 -3.057 4.028
C -0.009 -4.469 4.069
O 0.012 -5.044 2.765
H -0.047 -2.436 3.347
H 0.525 -2.603 5.021
H 1.571 -3.053 3.656
H -1.042 -4.467 4.420
H 0.582 -5.099 4.740
H 0.931 -5.051 2.465
C -10.353 3.088 -1.241
C -9.245 3.872 -1.917
O -7.976 3.329 -1.570
H -10.232 3.111 -0.155
H -11.333 3.499 -1.495
H -10.324 2.037 -1.544
H -9.265 4.915 -1.596
H -9.354 3.844 -3.005
H -7.963 2.409 -1.864
```

natural (NBO) population analysis, charges in e, atoms 1 to 4: C -0.66; C 0.02; C -0.21; C -0.20

---

Entry from the OMol25 dataset: a structure of composition C3H6N2O2 in a non-equilibrium geometry (wB97M-V/def2-TZVPD).

The total energy comes out at -10279.94637 eV. The LUMO energy is -0.021 hartree. For the HOMO-LUMO gap, the calculation gives 0.3398 Ha. The energy above the lowest of the compared OMol25 structures with the same formula, charge and spin is 111.9 kcal per mole. The HOMO energy is -9.81 eV.

```
13
C3H6N2O2 | the OMol25 dataset | wB97M-V/def2-TZVPD
C -1.220 -0.433 -0.913
C -0.494 0.189 0.266
O -1.090 -0.234 1.449
O -0.283 1.554 0.172
H -0.741 0.302 2.174
H -1.205 -1.517 -0.808
H -2.255 -0.097 -0.908
H -0.737 -0.142 -1.842
N 1.362 1.262 0.649
N 1.878 -0.829 -0.301
C 1.090 0.005 0.214
H 1.505 -1.769 -0.400
H 2.188 1.710 0.247
```

natural (NBO) population analysis, charges in e, atoms 1 to 4: C -0.64; C 0.43; O -0.71; O -0.37

---

Entry from the OMol25 dataset: a cluster of 18 separate species, C53H82F5N20O2 in total in a non-equilibrium geometry (wB97M-V/def2-TZVPD).

The total energy comes out at -103760.68126 eV. As for the net charge: +1. The LUMO energy is -0.107 hartree. For the HOMO-LUMO gap, the calculation gives 0.3080 Ha. The energy above the lowest of the compared OMol25 structures with the same formula, charge and spin is 26.4 kcal per mole. The HOMO energy is -11.30 eV.

```
162
C53H82F5N20O2 | the OMol25 dataset | wB97M-V/def2-TZVPD
C 0.915 -2.257 2.171
C 2.054 -1.578 3.062
C 1.471 -0.341 3.845
C 1.384 0.986 2.986
C 2.754 1.460 2.358
C 2.757 1.508 0.788
C 1.513 2.270 0.155
C 1.221 3.706 0.762
C 0.281 4.613 -0.121
C -1.226 4.601 0.344
C -1.937 3.242 0.123
C -1.513 2.389 -0.937
N -2.327 1.239 -0.819
C -2.157 0.087 -1.725
O -2.508 -1.110 -1.003
N -1.534 -1.348 -0.017
O -2.058 -1.854 0.897
C -3.180 1.448 0.203
N -2.996 2.647 0.833
C -3.723 3.220 1.969
C -4.437 2.096 2.841
C -5.947 1.835 2.405
C -6.356 0.330 2.389
F -5.623 -0.411 3.283
F -7.672 0.273 2.835
C -6.347 -0.363 0.964
F -5.357 -1.308 0.886
F -6.318 0.498 -0.084
F -7.510 -1.077 0.825
H 0.776 -1.592 1.282
H 1.263 -3.298 1.910
H -0.007 -2.335 2.805
H 2.326 -2.371 3.817
H 2.972 -1.342 2.473
H 0.402 -0.611 4.102
H 2.000 -0.171 4.809
H 0.554 0.841 2.248
H 1.047 1.801 3.689
H 3.541 0.728 2.665
H 2.976 2.497 2.720
H 3.738 1.858 0.366
H 2.664 0.437 0.432
H 0.619 1.630 0.365
H 1.671 2.384 -0.951
H 2.223 4.249 0.811
H 0.813 3.684 1.806
H 0.322 4.395 -1.217
H 0.633 5.673 0.020
H -1.210 4.826 1.451
H -1.814 5.438 -0.116
H -0.740 2.503 -1.716
H -2.694 0.171 -2.696
H -1.048 0.000 -1.911
H -3.913 0.656 0.433
H -4.555 3.902 1.637
H -3.085 3.841 2.646
H -3.815 1.170 2.872
H -4.452 2.501 3.889
H -6.161 2.389 1.462
H -6.579 2.319 3.199
C 0.883 -6.370 0.249
C 0.907 -5.836 1.630
N 0.926 -5.421 2.699
H 1.072 -7.443 0.265
H -0.091 -6.187 -0.203
H 1.650 -5.883 -0.352
C 6.708 -1.205 3.784
C 5.450 -0.573 4.235
N 4.472 -0.081 4.582
H 7.554 -0.763 4.308
H 6.679 -2.275 3.993
H 6.834 -1.054 2.712
C 5.559 -3.919 7.349
C 6.356 -3.967 6.103
N 6.972 -4.006 5.135
H 4.497 -3.916 7.109
H 5.783 -4.793 7.963
H 5.801 -3.017 7.911
C -5.382 -2.894 5.585
C -4.837 -3.334 6.890
N -4.415 -3.673 7.901
H -4.645 -3.061 4.800
H -6.285 -3.457 5.351
H -5.625 -1.832 5.625
C 6.667 -8.318 5.555
C 6.726 -7.820 6.948
N 6.773 -7.433 8.027
H 6.826 -9.395 5.540
H 5.691 -8.095 5.124
H 7.439 -7.834 4.957
C 5.010 7.010 1.151
C 4.785 5.554 1.305
N 4.610 4.426 1.427
H 6.070 7.207 0.995
H 4.449 7.382 0.294
H 4.680 7.537 2.053
C -5.890 -0.709 -3.244
C -4.578 -0.746 -3.927
N -3.559 -0.774 -4.458
H -6.057 0.279 -2.817
H -6.684 -0.928 -3.957
H -5.913 -1.452 -2.446
C -1.841 -0.098 -7.088
C -0.531 -0.128 -7.779
N 0.483 -0.148 -8.316
H -2.012 0.883 -6.646
H -2.638 -0.311 -7.801
H -1.863 -0.846 -6.299
C -1.296 -3.684 -3.613
C -0.048 -4.323 -3.132
N 0.918 -4.817 -2.762
H -1.067 -2.721 -4.069
H -1.777 -4.323 -4.353
H -1.978 -3.530 -2.777
C -3.975 3.868 -7.218
C -3.451 3.394 -5.917
N -3.043 3.028 -4.904
H -3.237 3.699 -7.998
H -4.887 3.329 -7.470
H -4.196 4.934 -7.163
C 2.964 -10.510 -0.058
C 3.307 -9.358 0.808
N 3.573 -8.466 1.479
H 3.303 -11.435 0.406
H 1.885 -10.558 -0.200
H 3.446 -10.400 -1.029
C -2.279 2.660 -11.196
C -3.537 3.271 -10.705
N -4.512 3.743 -10.326
H -1.424 3.150 -10.731
H -2.260 1.600 -10.948
H -2.211 2.774 -12.277
C -7.077 5.760 -11.666
C -7.267 6.525 -12.920
N -7.413 7.117 -13.891
H -7.413 6.353 -10.816
H -7.653 4.836 -11.705
H -6.024 5.516 -11.536
C 5.474 0.312 -2.020
C 5.717 0.119 -0.573
N 5.899 -0.028 0.550
H 4.488 0.749 -2.174
H 6.228 0.979 -2.436
H 5.522 -0.648 -2.535
C 4.261 -5.432 -3.685
C 4.391 -3.963 -3.565
N 4.491 -2.825 -3.469
H 3.717 -5.681 -4.596
H 5.250 -5.889 -3.724
H 3.719 -5.826 -2.827
C -2.588 1.248 6.327
C -1.885 2.228 5.465
N -1.344 2.986 4.794
H -3.634 1.175 6.028
H -2.120 0.269 6.230
H -2.536 1.567 7.367
C 3.826 8.585 5.759
C 4.352 8.814 4.394
N 4.762 8.992 3.337
H 3.110 9.365 6.015
H 3.330 7.616 5.805
H 4.644 8.601 6.478
```

Löwdin population analysis, charges in e, atoms 1 to 4: C -0.13; C -0.25; C -0.23; C -0.20

---

Entry from the OMol25 dataset: the ion C3H6NO2 with charge -1 in a non-equilibrium geometry (wB97M-V/def2-TZVPD).

The total energy comes out at -8792.54891 eV. As for the net charge: -1. The LUMO energy is 0.153 hartree. For the HOMO-LUMO gap, the calculation gives 0.2542 Ha. The energy above the lowest of the compared OMol25 structures with the same formula, charge and spin is 61.5 kcal per mole. The HOMO energy is -2.75 eV. The SMILES is O=CCNC[O-].

```
12
C3H6NO2 | the OMol25 dataset | wB97M-V/def2-TZVPD
O -0.906 -0.515 2.623
C -0.741 -0.065 1.499
C -0.062 -0.860 0.469
N -0.323 -0.348 -0.866
C 0.464 0.943 -1.093
O 1.765 0.782 -0.810
H -1.121 0.931 1.291
H -0.386 -1.896 0.599
H 1.041 -0.899 0.582
H 0.079 -0.974 -1.553
H -0.159 1.693 -0.570
H 0.348 1.207 -2.171
```

natural (NBO) population analysis, charges in e, atoms 1 to 4: O -0.59; C 0.45; C -0.37; N -0.70